# 1
Here is 3 unconnected molecules or ions with the total composition C27H37Br2F16N4O9 from OMol25. Energies are from ωB97M-V/def2-TZVPD.

Properties
charge = -1
HOMO = -4.6 eV
total energy = -236549.7333 eV
lowest unoccupied orbital energy = 1.667 eV
orbital gap = 6.22 eV

Geometry as XYZ:
```
95
C27H37Br2F16N4O9 ωB97M-V/def2-TZVPD
C 3.538 -0.347 0.693
C 2.254 0.238 -0.057
O 2.253 1.662 0.259
C 2.366 0.071 -1.637
O 1.231 -0.523 -2.244
C 1.197 -1.926 -2.401
Br 2.459 -2.976 -1.306
O 1.106 -2.228 -3.766
C 2.237 -2.626 -4.503
C 3.544 -1.773 -4.401
C 3.342 -0.260 -4.864
C 4.551 0.622 -4.318
N 4.978 1.667 -5.299
N 2.574 -4.108 -4.408
C 1.812 -4.805 -5.073
O 0.956 -5.414 -5.540
C 1.781 -2.451 -6.046
O 2.592 -2.472 -6.983
O 0.517 -2.266 -6.294
C -0.309 -2.345 -1.844
O -0.621 -1.344 -0.853
C -1.403 -2.198 -2.964
C -1.567 -0.723 -3.528
C -3.108 -0.351 -3.637
Br -4.059 -1.432 -4.981
N -0.221 -3.675 -1.219
C -0.577 -4.783 -2.121
C -0.944 -3.791 0.051
C -2.516 -3.650 -0.046
N -3.185 -3.082 0.888
H 3.290 -1.401 0.972
H 4.430 -0.323 0.006
H 3.775 0.263 1.597
H 1.298 -0.164 0.354
H 1.768 1.798 1.086
H 2.382 1.142 -2.003
H 3.368 -0.331 -1.915
H 4.103 -1.864 -3.436
H 4.241 -2.200 -5.179
H 3.377 -0.229 -5.977
H 2.383 0.172 -4.471
H 4.291 1.136 -3.352
H 5.432 -0.047 -4.084
H 5.059 2.547 -4.786
H 5.942 1.440 -5.559
H -1.579 -1.181 -0.861
H -1.281 -2.864 -3.849
H -2.410 -2.463 -2.513
H -1.159 -0.740 -4.571
H -1.109 0.064 -2.884
H -3.552 -0.608 -2.632
H -3.255 0.753 -3.777
H -1.671 -4.829 -2.397
H -0.312 -5.757 -1.635
H -0.016 -4.670 -3.079
H -0.778 -4.855 0.405
H -0.520 -3.155 0.876
H -3.087 -4.005 -0.938
H -2.493 -2.795 1.601
C 0.806 4.493 5.442
C 1.148 3.764 4.130
C 0.604 2.343 3.989
F 1.063 1.514 4.946
F 0.986 1.805 2.799
F 2.489 3.790 3.947
F 0.616 4.504 3.116
O 1.795 4.485 6.474
C 1.848 3.374 7.319
C 3.148 2.581 7.165
F 3.330 2.166 5.896
F 3.118 1.471 7.944
F 0.749 2.616 7.146
F 1.776 3.857 8.581
H 0.714 5.549 5.179
H -0.178 4.216 5.825
H -0.487 2.339 4.018
H 4.010 3.186 7.452
C -4.248 0.566 2.480
C -3.258 1.503 3.199
C -3.714 2.056 4.549
F -4.837 2.790 4.457
F -2.754 2.876 5.063
F -2.905 2.502 2.359
F -2.120 0.781 3.423
O -5.072 1.141 1.468
C -6.248 1.780 1.867
C -6.223 3.284 1.585
F -5.177 3.886 2.188
F -7.347 3.873 2.062
F -6.508 1.495 3.159
F -7.245 1.217 1.151
H -3.634 -0.156 1.937
H -4.829 -0.037 3.180
H -3.881 1.247 5.265
H -6.155 3.478 0.512
```

=====

# 2
Here is a molecular structure, C27H37Cl5GePRuSe2Si3 from OMol25. Energies are from ωB97M-V/def2-TZVPD.

Properties
charge = +2
HOMO (alpha / beta) = -13.4 / -13.3 eV
total energy = -313910.9047 eV
spin multiplicity = 2
lowest unoccupied orbital energy (alpha / beta) = -8.124 / -8.414 eV
expectation value of S² = 1.015
orbital gap (alpha / beta) = 5.23 / 4.92 eV

Geometry as XYZ:
```
77
C27H37Cl5GePRuSe2Si3 ωB97M-V/def2-TZVPD
Ru -0.385 -0.109 -1.080
Cl -1.546 -2.542 -3.573
C 0.054 -2.697 -2.870
C 0.415 -1.794 -1.887
C 1.655 -1.995 -1.308
Cl 1.926 -0.825 -0.033
C 2.541 -2.992 -1.659
Cl 4.045 -3.138 -0.873
C 2.145 -3.872 -2.679
Cl 3.189 -5.122 -3.168
C 0.885 -3.730 -3.286
Cl 0.385 -4.819 -4.504
Se -1.596 1.423 0.200
P -0.413 2.232 2.073
Se 1.361 1.239 2.491
C -1.664 2.173 3.374
C -1.229 1.909 4.673
C -2.137 1.926 5.722
C -3.475 2.195 5.479
C -3.913 2.447 4.185
C -3.014 2.437 3.133
C -0.251 3.909 1.415
C 1.004 4.512 1.423
C 1.148 5.810 0.952
C 0.048 6.499 0.461
C -1.204 5.898 0.445
C -1.360 4.608 0.925
H -0.187 1.691 4.860
H -1.795 1.729 6.728
H -4.182 2.207 6.299
H -4.958 2.654 3.996
H -3.377 2.632 2.133
H 1.861 3.968 1.799
H 2.121 6.283 0.974
H 0.163 7.511 0.097
H -2.064 6.441 0.076
H -2.350 4.168 0.938
C -5.173 -1.341 -4.076
Si -4.696 -0.110 -2.794
C -4.669 1.657 -3.376
C -5.667 -0.163 -1.212
Ge -2.385 -0.550 -2.051
Si -0.419 0.994 -3.394
C -1.171 0.461 -5.000
C 1.415 0.640 -3.362
C -0.753 2.788 -3.050
Si -2.709 -2.503 -0.170
C -3.500 -1.692 1.300
C -1.176 -3.414 0.311
C -3.860 -3.584 -1.148
H -6.222 -1.166 -4.337
H -5.083 -2.374 -3.732
H -4.579 -1.224 -4.985
H -5.706 2.007 -3.398
H -4.269 1.790 -4.383
H -4.124 2.306 -2.685
H -6.609 0.362 -1.399
H -5.160 0.367 -0.403
H -5.922 -1.169 -0.876
H -1.109 -0.601 -5.226
H -0.570 0.982 -5.757
H -2.200 0.809 -5.120
H 1.667 -0.361 -3.707
H 1.886 0.818 -2.387
H 1.874 1.359 -4.052
H -1.748 3.103 -3.369
H -0.022 3.352 -3.641
H -0.607 3.057 -2.009
H -3.029 -0.748 1.569
H -3.358 -2.378 2.141
H -4.569 -1.531 1.173
H -0.436 -2.776 0.795
H -0.711 -3.975 -0.499
H -1.514 -4.145 1.057
H -4.852 -3.153 -1.291
H -3.983 -4.483 -0.529
H -3.465 -3.911 -2.105
```

=====

# 3
Here is a molecular structure, C27H37N4O from OMol25. Energies are from ωB97M-V/def2-TZVPD.

Properties
charge = +1
HOMO = -9.7 eV
total energy = -36601.1702 eV
ΔE to the lowest compared entry with this formula, charge and spin = 0.0000 eV
lowest unoccupied orbital energy = -2.719 eV
orbital gap = 7.02 eV

Geometry as XYZ:
```
69
C27H37N4O ωB97M-V/def2-TZVPD
C 5.603 -0.501 4.764
N 5.103 -1.232 3.619
C 5.895 -2.236 2.939
C 4.981 -2.689 1.761
C 3.765 -1.832 1.873
C 3.946 -0.934 2.962
C 2.994 0.063 3.265
C 1.928 0.217 2.399
C 1.681 -0.727 1.367
C 0.535 -0.610 0.475
C -0.844 -0.435 0.957
C -1.931 -0.596 0.065
C -3.222 -0.397 0.519
C -3.448 0.101 1.841
N -4.789 0.276 2.045
C -5.386 0.882 3.214
C -5.569 0.041 0.834
C -4.534 -0.514 -0.192
C -2.393 0.245 2.768
C -1.124 -0.085 2.308
C 2.669 -1.690 1.047
H 4.765 -0.051 5.311
H 6.136 -1.184 5.432
H 6.298 0.309 4.492
H 6.844 -1.815 2.556
H 6.136 -3.072 3.621
H 5.481 -2.550 0.793
H 4.742 -3.752 1.870
H 3.120 0.713 4.139
H 1.225 1.023 2.572
H 0.648 -1.129 -0.480
H -1.744 -0.911 -0.965
H -4.616 1.074 3.970
H -5.884 1.833 2.958
H -6.143 0.204 3.630
H -6.386 -0.674 1.051
H -6.024 0.980 0.455
H -4.541 0.045 -1.144
H -4.793 -1.559 -0.421
H -2.592 0.480 3.828
H -0.285 -0.064 2.990
H 2.549 -2.400 0.218
C -3.239 -0.727 -6.164
C -2.165 0.046 -5.440
C -2.641 0.570 -4.097
N -1.583 1.244 -3.333
C -0.581 0.537 -2.723
C 0.230 1.498 -1.876
C 1.223 2.286 -2.766
C 2.590 2.078 -2.122
C 2.389 1.153 -0.890
N 0.934 0.888 -0.694
O -0.443 -0.691 -2.765
H -2.906 -1.051 -7.148
H -3.521 -1.611 -5.596
H -4.131 -0.112 -6.278
H -1.283 -0.575 -5.291
H -1.838 0.887 -6.051
H -3.469 1.273 -4.243
H -3.002 -0.273 -3.497
H -1.585 2.274 -3.286
H -0.513 2.167 -1.392
H 1.150 1.969 -3.831
H 0.911 3.344 -2.703
H 3.324 1.668 -2.832
H 2.995 3.056 -1.821
H 2.902 0.207 -1.036
H 2.839 1.551 0.022
H 0.619 1.501 0.148
```

=====

# 4
Here is a molecular structure, C27H38BFN8O4RuS3Se from OMol25. Energies are from ωB97M-V/def2-TZVPD.

Properties
HOMO (alpha / beta) = -6.6 / -6.6 eV
total energy = -152560.4185 eV
lowest unoccupied orbital energy (alpha / beta) = 0.151 / 0.151 eV
orbital gap (alpha / beta) = 6.76 / 6.76 eV

Geometry as XYZ:
```
84
C27H38BFN8O4RuS3Se ωB97M-V/def2-TZVPD
Ru 0.012 0.814 0.465
C -2.279 -3.698 -4.329
C -1.031 -3.013 -3.779
C 0.192 -3.592 -4.488
C -1.162 -1.508 -3.987
N -0.951 -3.284 -2.310
C -1.921 -3.929 -1.591
C -1.546 -3.897 -0.292
N -0.363 -3.221 -0.204
B 0.186 -2.975 1.247
N 1.624 -2.423 1.294
C 2.649 -3.270 0.956
C 3.806 -2.593 1.064
N 3.498 -1.312 1.480
C 2.153 -1.224 1.626
S 1.258 0.125 2.278
C 4.601 -0.298 1.548
C 5.134 -0.133 0.121
C 4.182 1.072 2.057
C 5.669 -0.853 2.488
N -0.831 -2.143 2.038
C -0.869 -2.301 3.406
C -1.690 -1.366 3.911
N -2.180 -0.628 2.849
C -1.627 -1.109 1.696
S -1.883 -0.566 0.079
C -3.016 0.583 3.145
C -3.670 1.209 1.919
C -2.095 1.614 3.795
C -4.122 0.149 4.109
C -0.002 -2.854 -1.439
S 1.499 -2.083 -1.843
H -2.281 -3.563 -5.409
H -3.193 -3.253 -3.938
H -2.287 -4.770 -4.132
H 0.022 -3.549 -5.563
H 0.337 -4.636 -4.212
H 1.096 -3.039 -4.260
H -1.336 -1.312 -5.045
H -0.271 -0.971 -3.676
H -2.006 -1.120 -3.417
H -2.788 -4.359 -2.047
H -2.034 -4.278 0.584
H 0.203 -4.062 1.769
H 2.460 -4.281 0.652
H 4.812 -2.903 0.867
H 4.346 0.252 -0.524
H 5.497 -1.073 -0.292
H 5.961 0.575 0.130
H 3.441 1.547 1.419
H 5.096 1.665 2.049
H 3.797 1.043 3.075
H 6.122 -1.773 2.122
H 5.249 -1.043 3.475
H 6.463 -0.113 2.588
H -0.278 -3.048 3.897
H -1.946 -1.147 4.927
H -2.947 1.647 1.238
H -4.313 2.007 2.295
H -4.284 0.499 1.368
H -1.306 1.916 3.106
H -1.635 1.226 4.703
H -2.671 2.502 4.054
H -4.676 -0.698 3.706
H -4.814 0.979 4.242
H -3.745 -0.118 5.094
Se 1.249 0.138 -1.418
F 5.386 4.027 -1.011
C 4.679 4.278 0.097
C 3.361 4.499 0.054
N 2.621 4.770 1.181
C 1.171 4.714 1.102
C 0.661 3.307 0.807
O -0.537 3.050 1.036
O 1.473 2.447 0.344
C 3.200 4.769 2.434
O 2.585 4.941 3.461
N 4.570 4.562 2.434
C 5.399 4.258 1.366
O 6.573 4.002 1.518
H 2.816 4.472 -0.878
H 0.824 5.399 0.325
H 0.768 5.047 2.057
H 5.001 4.554 3.350
```

=====

# 5
Here is 4 unconnected molecules or ions with the total composition C27H38F24N5O5 from OMol25. Energies are from ωB97M-V/def2-TZVPD.

Properties
charge = +1
HOMO = -12.2 eV
total energy = -111515.7402 eV
lowest unoccupied orbital energy = -2.272 eV
orbital gap = 9.94 eV

Geometry as XYZ:
```
99
C27H38F24N5O5 ωB97M-V/def2-TZVPD
C 0.065 -3.250 0.708
C -1.298 -3.389 1.385
C -1.773 -2.109 2.058
C -2.517 -1.161 1.112
C -3.991 -1.063 1.438
C -4.765 -0.210 0.424
N -6.182 -0.608 0.336
N -7.158 0.191 0.935
C -6.504 -1.725 -0.319
N -5.572 -2.481 -0.923
C -6.234 -3.495 -1.449
O -5.662 -4.477 -2.129
C -5.659 -5.768 -1.414
C -4.945 -5.684 -0.084
N -7.547 -3.398 -1.223
N -7.751 -2.259 -0.478
C -9.084 -1.885 -0.017
C -9.868 -3.131 0.330
O -9.083 -3.927 1.198
H 0.509 -4.232 0.590
H -0.051 -2.843 -0.291
H 0.759 -2.666 1.300
H -1.224 -4.174 2.133
H -2.018 -3.739 0.647
H -2.435 -2.389 2.874
H -0.930 -1.609 2.522
H -2.364 -1.442 0.075
H -2.080 -0.178 1.244
H -4.408 -2.070 1.416
H -4.168 -0.682 2.438
H -4.293 -0.222 -0.548
H -4.769 0.800 0.807
H -6.929 1.167 0.792
H -7.168 0.036 1.941
H -5.188 -6.470 -2.080
H -6.694 -6.063 -1.258
H -4.172 -4.927 -0.142
H -5.627 -5.375 0.703
H -4.517 -6.636 0.190
H -8.222 -4.071 -1.553
H -8.987 -1.303 0.878
H -9.625 -1.356 -0.795
H -10.146 -3.684 -0.571
H -10.795 -2.844 0.813
H -9.653 -4.388 1.825
C 1.116 2.921 -0.552
C -0.145 2.112 -0.203
C -1.391 2.870 0.262
F -1.188 3.537 1.410
F -2.371 1.952 0.492
F 0.158 1.140 0.683
F -0.531 1.495 -1.358
O 2.159 2.990 0.407
C 2.224 3.957 1.383
C 2.179 3.363 2.795
F 1.042 2.666 2.987
F 2.216 4.374 3.691
F 1.303 4.926 1.209
F 3.438 4.545 1.261
H 1.570 2.366 -1.372
H 0.869 3.903 -0.957
H -1.737 3.568 -0.503
H 3.034 2.703 2.951
C 5.365 -3.777 0.794
C 3.916 -3.608 0.300
C 3.657 -3.660 -1.207
F 4.285 -2.664 -1.859
F 2.327 -3.522 -1.439
F 3.377 -2.489 0.831
F 3.223 -4.668 0.812
O 6.104 -2.623 1.162
C 6.864 -1.901 0.266
C 6.380 -0.453 0.132
F 5.097 -0.407 -0.282
F 7.145 0.180 -0.783
F 6.967 -2.512 -0.930
F 8.111 -1.831 0.780
H 5.260 -4.315 1.735
H 5.938 -4.433 0.138
H 3.980 -4.619 -1.621
H 6.461 0.059 1.093
C 5.440 6.387 -2.155
C 5.738 4.991 -1.579
C 6.215 4.898 -0.127
F 7.392 5.523 0.059
F 6.388 3.591 0.191
F 6.584 4.329 -2.395
F 4.548 4.317 -1.605
O 6.407 7.008 -2.986
C 7.415 7.809 -2.495
C 8.805 7.246 -2.809
F 8.960 6.018 -2.278
F 9.737 8.064 -2.270
F 7.264 8.080 -1.184
F 7.331 8.988 -3.152
H 4.604 6.220 -2.832
H 5.071 7.068 -1.387
H 5.473 5.321 0.551
H 8.951 7.188 -3.890
```

=====

# 6
Here is a molecular structure, C27H38MnNO from OMol25. Energies are from ωB97M-V/def2-TZVPD.

Properties
charge = -2
HOMO (alpha / beta) = 0.6 / -0.1 eV
total energy = -63465.1530 eV
spin multiplicity = 5
lowest unoccupied orbital energy (alpha / beta) = 5.032 / 4.983 eV
expectation value of S² = 6.059
orbital gap (alpha / beta) = 4.42 / 5.07 eV

Geometry as XYZ:
```
68
C27H38MnNO ωB97M-V/def2-TZVPD
Mn 0.934 -0.658 -0.690
C -0.033 -2.462 0.046
C -0.831 -1.927 -0.991
C -0.039 -1.923 -2.205
H -1.896 -1.694 -0.941
C 1.290 -2.382 -1.853
C 1.269 -2.733 -0.458
H 2.061 -3.294 0.058
H -0.434 -2.777 1.033
H -0.399 -1.809 -3.203
H 2.080 -2.555 -2.572
C 1.661 1.143 0.326
C 2.480 0.007 0.619
C 3.037 -0.466 -0.631
H 2.771 -0.334 1.609
C 2.532 0.388 -1.676
C 1.701 1.377 -1.080
H 1.284 2.238 -1.611
H 1.206 1.821 1.056
H 3.817 -1.206 -0.744
H 2.831 0.396 -2.723
O -0.684 0.737 -2.553
C 0.723 0.941 -5.135
C -0.916 0.986 -5.108
C 1.367 -0.400 -5.286
C 1.388 2.268 -4.893
C -1.563 0.862 -3.724
H -1.364 0.184 -5.742
H -1.339 1.916 -5.560
H -2.294 1.709 -3.507
H -2.370 0.051 -3.732
H 2.035 -0.698 -6.226
H 0.593 -1.211 -5.155
H 2.009 -0.560 -4.374
H 1.805 2.955 -5.768
H 2.249 2.159 -4.182
H 0.653 2.882 -4.285
C -1.469 0.556 6.263
C -0.792 -0.068 5.081
C 0.154 -1.067 5.300
C 0.811 -1.658 4.229
C 1.820 -2.753 4.463
C 0.529 -1.243 2.932
C -0.452 -0.233 2.611
C -1.093 0.320 3.768
N -0.716 0.146 1.329
C -1.821 1.097 0.990
C -3.167 0.540 1.464
C -1.558 2.499 1.552
C -1.919 1.266 -0.522
H -2.040 -0.196 6.828
H -0.721 0.968 6.957
H -2.151 1.360 5.974
H 0.364 -1.380 6.334
H 2.656 -2.409 5.087
H 1.365 -3.614 4.974
H 2.222 -3.094 3.504
H 1.080 -1.744 2.135
H -1.855 1.078 3.641
H -3.199 0.388 2.545
H -3.992 1.216 1.198
H -3.354 -0.436 0.997
H -0.725 2.981 1.023
H -2.451 3.129 1.428
H -1.295 2.490 2.611
H -0.994 1.623 -0.999
H -2.139 0.329 -1.043
H -2.712 1.981 -0.797
```